Density functional theory data (wB97M-V/def2-TZVPD) for C3H9N5O in the gas phase in a non-equilibrium geometry.

Each line ends with the Mulliken charge.
Geometry (Å):
O (0.47757, 1.34387, 1.72707)  -0.613
N (-1.81932, -0.40370, 0.77246)  -0.810
N (-0.98867, 0.76273, -1.09446)  -0.675
N (1.37388, -0.85287, 0.65573)  -0.650
N (-0.11583, -2.47933, -0.35466)  -0.490
N (-0.72372, -0.16130, -0.07482)  0.581
C (1.80962, 1.53394, -0.24450)  -0.994
C (0.36758, -1.24700, 0.02648)  0.210
C (0.87577, 0.83075, 0.70505)  1.013
H (2.02216, 0.92431, -1.12265)  0.278
H (0.46109, -3.22172, 0.01969)  0.285
H (-1.97678, 1.01040, -1.04060)  0.208
H (-1.47330, -0.41454, 1.73121)  0.256
H (-1.09682, -2.60506, -0.13012)  0.304
H (-2.48503, 0.36590, 0.74512)  0.271
H (1.35340, 2.47400, -0.56570)  0.274
H (-0.80968, 0.41733, -2.03165)  0.202
H (2.74807, 1.72230, 0.27636)  0.349

Calculated values
SMILES string = CC(=O)/N=C(/N)N(N)N
Kohn-Sham gap = 0.316 Ha

Density functional theory data (wB97M-V/def2-TZVPD) for C3H9N5O in the gas phase in a non-equilibrium geometry.

Each line ends with the Mulliken charge.
Geometry (Å):
O (-1.26231, 1.20253, 0.76760)  -0.343
N (1.39886, 1.05452, -0.32082)  -0.160
N (0.31077, 1.69463, -1.01186)  -0.615
N (-0.56410, 0.16442, 1.41649)  -0.253
N (-0.10898, -2.11668, 1.01009)  -0.745
N (-2.29860, -1.28146, 0.76976)  -0.503
C (-0.92013, -1.12338, 1.00066)  0.512
C (-0.79540, 1.68582, -0.42064)  0.079
C (1.87444, -0.03378, -1.14768)  -0.852
H (1.10003, -0.85294, -1.19054)  0.287
H (0.82918, -1.83437, 1.22543)  0.243
H (-2.72549, -0.43331, 0.32316)  0.261
H (2.04870, 0.27347, -2.17043)  0.375
H (0.42431, 0.29915, 1.24977)  0.487
H (-1.69274, 2.13580, -0.90021)  0.403
H (-2.54640, -2.16340, 0.38955)  0.261
H (2.78484, -0.45147, -0.69699)  0.290
H (2.14301, 1.78044, -0.29332)  0.272

Calculated values
SMILES string = [H]/N=C(/N)NO/C=N\NC
Kohn-Sham gap = 0.362 Ha

Density functional theory data (wB97M-V/def2-TZVPD) for a 2-piece molecular cluster, C3H9NO overall in a non-equilibrium geometry.

Each line ends with the Löwdin spin population.
Geometry (Å):
O (2.23104, 2.37009, 0.20489)  0.369
N (-0.63326, -1.00615, -0.16588)  0.000
C (3.46494, 2.48839, -0.12976)  0.488
C (-1.58000, 0.04056, -0.57490)  0.000
C (-1.35005, -2.09602, 0.51440)  0.000
H (-1.19100, 0.99105, -0.92667)  0.000
H (-1.63420, -2.79078, -0.27572)  0.000
H (4.16494, 3.19619, 0.37876)  0.072
H (-0.06334, -0.49112, 0.50771)  0.002
H (-0.69653, -2.60628, 1.22028)  0.000
H (3.97634, 1.67214, -0.68057)  0.069
H (-2.20040, -1.71934, 1.09748)  0.000
H (-2.19881, -0.36614, -1.39135)  0.000
H (-2.28966, 0.31743, 0.22133)  0.000

Calculated values
charge = -1
spin multiplicity = 2
<S²> = 0.75
Kohn-Sham gap (alpha / beta) = 0.105 / 0.217 Ha

Density functional theory data (wB97M-V/def2-TZVPD) for a 2-piece molecular cluster, C3H9NO overall in a non-equilibrium geometry.

Each line ends with the Löwdin spin population.
Geometry (Å):
O (0.97117, 1.94124, 1.32365)  0.013
N (-0.61251, 0.34731, -0.36351)  0.338
C (0.06590, -0.92765, -0.52082)  0.051
C (0.08047, -1.66798, 0.82577)  0.008
C (-0.67259, 1.06857, -1.49103)  0.415
H (0.49503, 2.69235, 1.65412)  0.000
H (1.08414, -0.68261, -0.85648)  0.026
H (-0.37698, -1.55590, -1.31989)  0.015
H (-0.53055, 0.72312, -2.51721)  0.076
H (-0.90502, 2.12947, -1.37778)  0.053
H (0.19127, -2.74529, 0.76581)  0.001
H (0.82080, -1.22913, 1.49836)  0.002
H (0.27114, 1.28019, 1.11891)  0.000
H (-0.88227, -1.37370, 1.26008)  0.002

Calculated values
charge = -1
spin multiplicity = 2
<S²> = 0.75
Kohn-Sham gap (alpha / beta) = 0.150 / 0.291 Ha

Density functional theory data (wB97M-V/def2-TZVPD) for a 2-piece molecular cluster, C3H9NO overall in a non-equilibrium geometry.

Each line ends with the Mulliken charge.
Geometry (Å):
O (0.72586, -0.81351, 2.00568)  -0.533
N (-1.71857, -0.76484, 2.06076)  -0.641
C (1.40701, 0.67942, -2.50155)  -0.436
C (-0.47706, -0.26059, 1.48811)  0.040
C (0.13197, 0.79045, -2.09329)  -0.601
H (-0.56203, -0.04179, -2.04920)  0.314
H (-2.01949, -1.50820, 1.42663)  0.251
H (-1.49171, -1.36274, 2.85702)  0.250
H (2.28405, 1.10001, -2.02424)  0.236
H (-0.24054, 1.78240, -1.84598)  0.259
H (1.34819, -0.08646, 1.95005)  0.332
H (1.63975, 0.04265, -3.35488)  0.219
H (-0.56382, -0.37442, 0.40389)  0.043
H (-0.46361, 0.81761, 1.67700)  0.267

Calculated values
SMILES string = C=C.NCO
Kohn-Sham gap = 0.371 Ha

Density functional theory data (wB97M-V/def2-TZVPD) for a 4-piece molecular cluster, C3H9NO overall in a non-equilibrium geometry.

Each line ends with the Mulliken charge.
Geometry (Å):
O (-0.95284, 1.24975, -0.05562)  -0.539
N (1.05442, -1.68455, 0.95333)  -0.571
C (0.16401, 2.01666, 0.42701)  -0.518
C (-0.14936, -1.30139, -1.20860)  -1.273
C (0.17369, -1.45338, 0.09986)  0.544
H (-0.22383, 2.69505, 1.18437)  0.221
H (0.91986, 1.37009, 0.88229)  0.260
H (0.60763, 2.59298, -0.38608)  0.282
H (-0.63651, 0.64789, -0.78511)  0.420
H (-1.17430, -1.42499, -1.53002)  0.400
H (-1.12082, -0.00599, 0.71819)  0.151
H (0.63205, -1.39521, -1.95031)  0.312
H (1.70816, -2.42730, 0.72785)  0.279
H (-1.00217, -0.87961, 0.92284)  0.032

Calculated values
Kohn-Sham gap = 0.327 Ha

Result set for relative energy (zero: lowest compared OMol25 entry of this formula, charge and spin): 3.981; 2.842; 0.861; 0.227; 3.125; 5.405 eV, one per record in the order listed.
Result set for electronic energy: -468.5799; -468.6218; -249.6045; -249.6278; -249.5988; -249.5151 hartree, one per record in the order listed.